Record 1
A structure of composition C24H25Br2Si at a distorted geometry, computed with ωB97M-V with the def2-TZVPD basis set.

```
52
Properties=species:S:1:pos:R:3:forces:R:3
C -1.252 0.631 1.932 -0.1 -0.6 1.0
H 0.696 0.023 -2.938 0.6 -0.3 0.1
C 2.523 -3.786 -0.404 -0.1 0.5 0.0
H 3.099 2.343 -0.491 -0.1 -0.1 -0.6
H -1.185 0.950 3.015 -0.2 -0.8 -0.9
H -0.916 5.564 0.994 0.1 0.2 0.1
H 5.131 -5.756 -1.048 -0.4 0.1 0.1
C -2.071 1.648 1.219 0.8 1.2 -0.4
C -4.119 6.187 0.064 0.2 -0.1 0.0
H -2.436 7.455 0.454 0.1 0.3 0.0
H -0.264 0.829 1.560 0.9 -0.5 -0.1
H -0.698 -1.363 3.677 -0.2 0.0 -0.1
H -4.107 2.816 0.186 -0.1 0.1 0.1
C -1.617 2.934 1.167 -0.3 -1.9 0.0
H 1.287 -2.126 0.252 0.5 -0.1 -0.4
C -2.606 -3.526 1.861 1.4 1.5 -0.9
C 4.193 -3.366 -2.049 0.5 0.3 -0.6
C -2.406 4.047 0.687 -0.9 1.2 -0.3
Br -5.352 7.608 -0.242 0.4 -0.2 0.0
H -2.952 1.269 0.706 -0.2 0.5 0.3
H 3.776 0.937 0.315 0.0 -0.4 -0.6
C 4.053 -5.706 -1.268 0.1 -0.2 0.0
C -1.947 5.386 0.729 -0.4 -1.0 -0.2
H 3.535 -6.376 -0.582 0.0 0.1 0.0
C -2.772 -2.747 0.694 -0.1 0.7 0.6
Si 3.017 0.315 -2.014 -3.9 -2.3 4.4
C 3.557 -4.281 -1.212 0.1 0.7 -0.3
H 1.760 0.914 -4.063 -0.5 0.0 0.4
H 1.018 1.724 -2.667 0.5 0.2 0.2
H -5.585 4.655 -0.342 -0.3 0.1 -0.1
C -1.652 -0.865 1.805 0.4 0.5 0.1
C -2.788 6.443 0.412 -0.7 -0.3 -0.1
H 3.957 -6.118 -2.285 -0.2 0.2 0.3
H -0.609 3.147 1.562 -0.6 0.0 0.0
C -3.732 3.826 0.273 0.4 0.5 -0.1
C 2.780 -1.503 -1.277 1.3 0.5 -1.4
H 4.721 1.775 -0.951 -0.5 0.0 0.5
C 3.699 1.442 -0.657 1.5 0.3 -0.9
C 2.113 -2.428 -0.412 0.5 0.2 -0.5
C -4.577 4.877 -0.044 0.4 0.0 0.2
H 4.999 -3.702 -2.693 0.0 -0.1 0.0
C -1.758 -3.054 2.883 -0.6 0.2 -0.4
C 1.478 0.788 -2.994 0.9 0.2 -1.6
C -1.320 -1.725 2.859 -0.2 -0.5 -0.2
H -3.341 -3.109 -0.168 0.3 0.0 0.4
H -2.460 -0.762 -0.179 -0.1 -0.4 0.2
H -1.495 -3.725 3.696 -0.1 0.2 -0.1
H 2.030 -4.503 0.252 -0.1 0.3 0.0
H 4.350 -1.327 -2.775 0.4 0.0 -0.3
C -2.297 -1.415 0.683 -0.1 0.0 0.5
C 3.828 -2.024 -2.092 -1.3 -0.2 1.2
Br -3.288 -5.239 1.906 -0.3 -0.8 0.1
```
Positions in Å, forces in eV/Å.

Computed properties:
total charge: +1
energy above the lowest of the compared OMol25 structures with the same formula, charge and spin: 126.75 kJ/mol
orbital gap: 3.6 eV
2S+1: 1

Mulliken charges, unit e, in atom order: number 1, C, carries -0.6533; number 2, H, carries 0.3265; number 3, C, carries -0.4484; number 4, H, carries 0.3620; number 5, H, carries 0.3254; number 6, H, carries 0.3486; number 7, H, carries 0.3379; number 8, C, carries -0.1188; number 9, C, carries 0.0013; number 10, H, carries 0.4330; number 11, H, carries 0.2679; number 12, H, carries 0.3654; number 13, H, carries 0.2390; number 14, C, carries -0.6177; number 15, H, carries 0.4981; number 16, C, carries -0.0666; number 17, C, carries -0.9094; number 18, C, carries 0.9108; number 19, Br, carries -0.1746; number 20, H, carries 0.2426; number 21, H, carries 0.3342; number 22, C, carries -1.3889; number 23, C, carries -0.4415; number 24, H, carries 0.3788; number 25, C, carries -0.5466; number 26, Si, carries 0.6406; number 27, C, carries 0.5872; number 28, H, carries 0.3526; number 29, H, carries 0.3661; number 30, H, carries 0.4327; number 31, C, carries 0.4203; number 32, C, carries -0.4831; number 33, H, carries 0.3345; number 34, H, carries 0.3285; number 35, C, carries -0.4321; number 36, C, carries 0.5312; number 37, H, carries 0.3569; number 38, C, carries -0.9590; number 39, C, carries -0.2106; number 40, C, carries -0.6312; number 41, H, carries 0.3793; number 42, C, carries -0.5107; number 43, C, carries -0.9566; number 44, C, carries -0.4386; number 45, H, carries 0.4184; number 46, H, carries 0.3626; number 47, H, carries 0.4231; number 48, H, carries 0.3769; number 49, H, carries 0.2386; number 50, C, carries -0.2658; number 51, C, carries -0.5238; number 52, Br, carries -0.1436

Record 2
A structure of composition C24H25BrI2N3O2PRbS2 at a distorted geometry, computed with ωB97M-V with the def2-TZVPD basis set.

```
61
Properties=species:S:1:pos:R:3:forces:R:3
H 3.361 -1.981 -3.547 0.1 0.0 -0.2
C -0.796 3.379 -1.878 0.1 -0.2 0.2
I -2.004 -3.362 0.742 0.0 0.1 0.2
Br 1.740 -8.540 1.613 -0.1 0.2 0.0
H -0.244 -1.328 -4.090 0.0 0.0 0.0
C 2.693 -1.926 -2.713 0.4 -0.1 0.0
C -4.671 4.859 1.157 -0.1 0.1 0.1
H 4.756 0.941 0.742 0.0 0.0 0.0
C -3.504 3.132 -0.021 0.0 0.0 0.0
H -5.629 3.365 -0.048 0.0 0.0 0.0
H 1.336 -1.344 -4.908 -0.1 0.0 0.0
C -1.052 5.163 -3.466 0.0 0.1 -0.1
S 0.862 3.589 0.669 0.2 0.0 0.3
H 1.531 -5.948 0.141 0.0 -0.1 0.0
H -3.459 6.191 2.322 0.0 0.0 0.0
S -1.061 0.851 -0.088 -0.1 -0.4 0.0
C -4.689 3.749 0.327 -0.1 0.0 -0.1
N 4.313 1.220 1.608 -0.2 0.0 0.0
H 1.663 -7.213 4.236 0.0 -0.1 0.0
H -5.597 5.352 1.420 -0.1 0.0 0.0
C 1.534 -4.080 2.971 0.1 0.3 0.0
C -0.344 2.990 -4.205 0.0 0.0 -0.1
C 1.578 -5.096 3.913 -0.1 0.1 -0.1
C 1.574 -2.611 3.378 0.0 -1.4 0.4
H 3.920 2.145 1.471 0.0 0.0 0.0
C -2.281 4.711 1.317 0.2 0.0 -0.1
C -2.296 3.620 0.464 0.3 -0.2 0.0
Rb 1.284 -0.200 2.065 0.0 1.3 -0.9
C -0.663 4.309 -4.488 0.0 0.0 -0.2
C -2.115 -3.200 2.868 -0.2 0.0 -0.1
H -2.359 -4.182 3.255 0.0 0.0 0.0
C 1.501 -4.394 1.617 0.1 0.0 0.1
H 5.032 1.283 2.317 0.0 0.0 0.0
H 1.475 -3.599 0.886 0.0 0.0 -0.1
H -3.492 2.263 -0.664 -0.1 -0.1 0.0
O 2.668 -2.046 3.307 0.9 0.0 0.1
C 1.614 -6.419 3.507 0.0 -0.1 0.0
H -0.601 4.674 -5.507 0.0 0.0 0.0
C -1.112 4.700 -2.164 0.0 0.0 0.0
H 0.796 0.105 -4.041 0.0 -0.1 -0.1
C -0.409 2.529 -2.902 -0.1 0.0 0.1
H 1.596 -4.860 4.966 0.0 0.1 0.1
C -3.470 5.333 1.661 -0.2 0.1 0.1
H -1.333 5.071 1.695 0.1 0.0 0.0
H -0.178 1.504 -2.646 0.0 -0.1 0.0
C 1.537 -5.713 1.196 0.0 -0.1 0.0
H 3.720 -2.633 -0.896 0.2 -0.1 0.0
C 0.854 -1.556 -1.612 -0.2 -0.1 0.0
C 1.604 -6.706 2.155 0.1 -0.3 -0.1
O 0.488 -2.095 3.716 -0.7 0.1 0.4
H -1.302 6.193 -3.688 0.0 0.0 0.0
H -0.041 2.326 -5.007 0.0 0.0 0.0
C 2.856 -2.242 -1.396 0.2 0.0 -0.3
H -1.152 -2.835 3.229 0.0 0.0 -0.1
P -0.760 2.798 -0.131 -0.2 0.5 -0.3
C 0.789 -0.987 -4.036 -0.2 0.3 -0.3
H -1.400 5.358 -1.356 0.0 0.1 0.0
N 1.700 -2.004 -0.722 -0.3 0.1 0.5
H -0.159 -1.271 -1.409 -0.2 0.1 0.0
I -3.610 -1.842 3.542 0.1 -0.1 0.0
N 1.407 -1.487 -2.842 0.0 -0.2 0.2
```
Positions in Å, forces in eV/Å.

Computed properties:
total charge: -1
energy above the lowest of the compared OMol25 structures with the same formula, charge and spin: 42.47 kJ/mol
orbital gap: 7.3 eV
2S+1: 1

Mulliken charges, unit e, in atom order: number 1, H, carries 0.4109; number 2, C, carries -0.0257; number 3, I, carries 0.0336; number 4, Br, carries -0.2547; number 5, H, carries 0.3364; number 6, C, carries -0.2739; number 7, C, carries -0.3414; number 8, H, carries 0.2109; number 9, C, carries -0.3967; number 10, H, carries 0.3707; number 11, H, carries 0.3059; number 12, C, carries -0.6885; number 13, S, carries -0.5862; number 14, H, carries 0.4636; number 15, H, carries 0.3794; number 16, S, carries -0.3925; number 17, C, carries -0.6734; number 18, N, carries -0.6219; number 19, H, carries 0.4188; number 20, H, carries 0.3608; number 21, C, carries 0.1409; number 22, C, carries -0.3237; number 23, C, carries -0.3535; number 24, C, carries 0.1738; number 25, H, carries 0.2540; number 26, C, carries -0.0884; number 27, C, carries -0.2130; number 28, Rb, carries 0.8344; number 29, C, carries -0.4202; number 30, C, carries -0.2225; number 31, H, carries 0.3856; number 32, C, carries 0.0580; number 33, H, carries 0.2162; number 34, H, carries 0.7515; number 35, H, carries 0.3483; number 36, O, carries -0.8094; number 37, C, carries -0.4875; number 38, H, carries 0.3514; number 39, C, carries -0.4422; number 40, H, carries 0.3085; number 41, C, carries 0.1111; number 42, H, carries 0.4422; number 43, C, carries -0.5661; number 44, H, carries 0.3249; number 45, H, carries 0.0019; number 46, C, carries -0.6667; number 47, H, carries 0.4934; number 48, C, carries -0.5998; number 49, C, carries 0.0741; number 50, O, carries -0.9039; number 51, H, carries 0.3596; number 52, H, carries 0.3590; number 53, C, carries -0.7910; number 54, H, carries -0.1178; number 55, P, carries 0.9523; number 56, C, carries -0.9333; number 57, H, carries 0.3705; number 58, N, carries -0.0256; number 59, H, carries 0.4199; number 60, I, carries 0.0205; number 61, N, carries 0.1765